# 1
Formula: C5H8S
Source: OMol25
Level of theory: ωB97M-V with the def2-TZVPD basis set

Computed properties:
E_HOMO ... -8.719 eV
Structure (SMILES) ... C1C[C@@H]2S[C@H]2C1
Relative energy (zero: lowest compared OMol25 entry of this formula, charge and spin) ... 118.02 kcal per mole
Spin multiplicity ... 1

Each line ends with the natural charge from an NBO analysis.
Atoms and positions in Å:
C  -1.11527  0.22294  -0.16595  -0.41
C  -0.28850  -1.32752  0.16224  -0.41
C  0.95069  -0.62671  -0.34094  -0.29
C  1.28400  0.61807  0.50137  -0.45
C  -0.01346  1.30580  -0.09184  -0.44
H  -1.64210  -0.07539  -1.15087  0.22
H  -2.09566  0.11009  0.61592  0.22
H  -0.88278  -2.07258  -0.34494  0.22
H  -0.52772  -1.59081  1.30099  0.21
H  0.75769  -0.32528  -1.34841  0.20
H  1.22727  0.14518  1.38767  0.21
H  0.18401  1.68024  -1.11195  0.23
H  -0.48669  2.03264  0.68119  0.23
S  2.64853  -0.09667  -0.09448  0.26

Atomic forces in eV per Å
-3.2 -4.9 1.3
-1.9 2.7 2.6
1.7 -1.5 -0.1
-5.2 0.6 -2.6
-1.1 1.7 2.2
1.2 1.3 1.1
2.9 1.3 -1.8
0.7 -0.3 -0.9
1.5 0.8 -2.2
-0.1 -0.2 -0.6
-1.2 0.1 3.9
-0.1 0.4 0.8
1.2 -0.3 -1.7
3.7 -1.8 -2.0

***

# 2
Formula: C5H8S2
Source: OMol25
Level of theory: ωB97M-V with the def2-TZVPD basis set

Computed properties:
E_HOMO ... -7.854 eV
Relative energy (zero: lowest compared OMol25 entry of this formula, charge and spin) ... 98.94 kcal per mole
Spin multiplicity ... 1

Each line ends with the natural charge from an NBO analysis.
Atoms and positions in Å:
C  -2.77686  -0.41221  -0.10529  -0.32
C  -1.44530  1.25789  -0.19352  -0.06
C  0.39190  -0.34532  -0.98721  -0.58
C  0.00529  0.31482  1.61430  -0.58
C  -0.11598  0.63209  0.07721  -0.34
S  -2.76268  -1.94587  0.30726  0.09
S  -2.02409  2.72237  -0.39574  0.15
H  -3.65470  -0.00487  -0.42297  0.14
H  -0.30443  -1.04810  -1.26552  0.21
H  0.54676  0.20728  -1.94064  0.21
H  1.24054  -0.77567  -0.61689  0.21
H  -0.12825  1.15740  2.13153  0.21
H  -0.60342  -0.46459  1.95594  0.22
H  0.91728  -0.21239  1.70444  0.22
H  0.69731  1.50955  -0.03869  0.20

Atomic forces in eV per Å
3.0 1.0 0.5
-1.2 -2.8 0.4
-1.6 2.8 -0.7
0.3 -3.1 -4.0
2.0 3.3 0.2
0.7 0.3 0.1
0.2 -1.0 0.1
-2.4 1.5 -1.0
-1.7 -2.0 -0.2
0.4 -0.2 0.8
2.4 -1.2 0.6
-0.1 3.1 2.2
-1.9 -0.8 0.3
1.7 0.3 0.4
-1.8 -1.4 0.3

***

# 3
Formula: C5H8S2
Source: OMol25
Level of theory: ωB97M-V with the def2-TZVPD basis set

Computed properties:
E_HOMO ... -8.444 eV
Relative energy (zero: lowest compared OMol25 entry of this formula, charge and spin) ... 103.25 kcal per mole
Spin multiplicity ... 1

Each line ends with the natural charge from an NBO analysis.
Atoms and positions in Å:
C  -1.24530  1.98071  0.43230  -0.82
C  -0.21431  -0.45978  -0.40093  -0.33
C  0.96619  -1.06549  -0.08888  -0.05
C  2.30130  -0.52197  -0.06522  -0.69
C  -1.47507  -1.22106  -0.51028  -0.23
H  -1.87777  3.02943  0.17069  0.26
H  -0.30706  2.12771  1.30095  0.22
H  -2.19385  1.19060  1.07774  0.26
H  0.72524  -2.17790  0.18993  0.21
H  2.68174  -0.54920  -1.14010  0.26
H  2.32316  0.53694  -0.04817  0.25
H  3.07683  -0.96864  0.67278  0.24
H  -1.31837  -2.45972  -0.33352  0.21
S  -0.34453  1.21606  -0.98460  0.22
S  -3.09821  -0.65767  -0.27268  0.00

Atomic forces in eV per Å
-1.1 0.3 4.1
-0.2 0.2 -1.0
-3.2 -2.5 0.7
2.7 -0.5 -0.9
-2.2 -2.5 2.9
2.2 -3.0 0.5
-3.1 0.1 -2.4
3.3 2.5 -2.5
1.1 1.9 -0.6
0.0 -0.9 1.1
-0.4 1.3 0.9
-1.5 0.6 -1.4
-0.4 3.4 -0.8
-0.6 0.5 0.5
3.4 -1.5 -1.2

***

# 4
Formula: C5H8S5
Source: OMol25
Level of theory: ωB97M-V with the def2-TZVPD basis set

Computed properties:
E_HOMO ... -8.088 eV
Relative energy (zero: lowest compared OMol25 entry of this formula, charge and spin) ... 13.63 kcal per mole
Spin multiplicity ... 1

Each line ends with the natural charge from an NBO analysis.
Atoms and positions in Å:
C  -1.55619  0.29817  -0.74225  -0.49
C  -1.44194  -0.32125  0.43383  -0.19
C  -3.16248  -1.00904  0.90413  -0.55
C  1.49696  -0.91731  -0.69080  -0.49
C  1.27027  0.05845  0.54335  -0.53
S  -3.07822  0.25591  -1.65443  0.14
S  -4.22523  0.13622  0.09193  0.17
S  -3.45132  -1.26881  2.59421  0.07
S  2.40299  0.07199  -1.98523  -0.08
S  -0.12536  -0.50922  1.51566  0.32
H  -0.68212  0.67892  -1.18610  0.22
H  -3.11974  -2.01050  0.44245  0.24
H  0.65268  -1.26361  -1.12432  0.22
H  2.15788  -1.79602  -0.48700  0.23
H  2.11630  0.16537  1.07032  0.23
H  0.97367  0.99627  0.22687  0.22
H  -3.32427  -0.11687  3.15968  0.12
H  1.33830  0.51206  -2.71417  0.13

Atomic forces in eV per Å
-0.2 -1.1 1.0
-3.5 -0.5 0.0
3.9 0.9 -1.4
3.7 2.1 1.4
-3.0 -3.2 -3.0
-0.1 0.1 0.7
-0.2 0.2 -0.6
-0.5 -2.2 0.6
-0.3 -0.3 -0.2
-0.2 -0.7 1.3
0.7 0.8 -0.9
-0.1 0.4 0.1
-2.8 -1.0 -1.1
-0.5 0.9 0.2
2.9 0.1 2.3
-0.3 2.0 -1.1
0.3 1.7 0.1
0.3 -0.3 0.5

***

What did the second record say?
Formula: C5H8S2
Source: OMol25
Level of theory: ωB97M-V with the def2-TZVPD basis set

Computed properties:
E_HOMO ... -7.854 eV
Relative energy (zero: lowest compared OMol25 entry of this formula, charge and spin) ... 98.94 kcal per mole
Spin multiplicity ... 1

Each line ends with the natural charge from an NBO analysis.
Atoms and positions in Å:
C  -2.77686  -0.41221  -0.10529  -0.32
C  -1.44530  1.25789  -0.19352  -0.06
C  0.39190  -0.34532  -0.98721  -0.58
C  0.00529  0.31482  1.61430  -0.58
C  -0.11598  0.63209  0.07721  -0.34
S  -2.76268  -1.94587  0.30726  0.09
S  -2.02409  2.72237  -0.39574  0.15
H  -3.65470  -0.00487  -0.42297  0.14
H  -0.30443  -1.04810  -1.26552  0.21
H  0.54676  0.20728  -1.94064  0.21
H  1.24054  -0.77567  -0.61689  0.21
H  -0.12825  1.15740  2.13153  0.21
H  -0.60342  -0.46459  1.95594  0.22
H  0.91728  -0.21239  1.70444  0.22
H  0.69731  1.50955  -0.03869  0.20

Atomic forces in eV per Å
3.0 1.0 0.5
-1.2 -2.8 0.4
-1.6 2.8 -0.7
0.3 -3.1 -4.0
2.0 3.3 0.2
0.7 0.3 0.1
0.2 -1.0 0.1
-2.4 1.5 -1.0
-1.7 -2.0 -0.2
0.4 -0.2 0.8
2.4 -1.2 0.6
-0.1 3.1 2.2
-1.9 -0.8 0.3
1.7 0.3 0.4
-1.8 -1.4 0.3

***

The highest E_HOMO belongs to which entry?
number 2